{"formula": "C22H30AlBBr5Cl6F4LiN3NaO10", "method": "ωB97M-V/def2-TZVPD", "max_force_ev_per_a": 4.42, "gap_ha": 0.0731, "lumo_ev": -2.7, "elements": ["N", "C", "C", "N", "C", "C", "C", "C", "C", "C", "O", "O", "C", "C", "B", "O", "O", "C", "N", "C", "Cl", "H", "H", "H", "H", "H", "H", "H", "H", "H", "H", "H", "H", "H", "Na", "F", "Al", "F", "F", "F", "C", "Br", "Br", "Br", "H", "Li", "Br", "C", "C", "Br", "H", "H", "H", "H", "O", "C", "O", "C", "C", "C", "H", "H", "H", "H", "H", "H", "O", "H", "H", "C", "O", "O", "O", "H", "C", "Cl", "Cl", "H", "H", "C", "Cl", "Cl", "Cl", "H"], "coordinates": [[8.036, -2.942, 0.313], [7.189, -1.815, -0.157], [5.641, -2.046, 0.063], [4.983, -1.101, 0.777], [3.618, -1.345, 0.899], [2.809, -0.321, 1.644], [1.373, -0.442, 1.830], [0.482, 0.636, 2.566], [-0.226, 1.492, 1.428], [0.716, 2.582, 0.788], [0.323, 3.332, -0.071], [2.056, 2.692, 1.199], [0.712, -1.695, 1.270], [1.492, -2.703, 0.548], [0.695, -3.977, -0.024], [-0.571, -3.738, -0.611], [1.211, -5.287, 0.007], [2.991, -2.549, 0.331], [3.615, -3.552, -0.406], [4.922, -3.233, -0.520], [5.921, -4.382, -1.499], [7.475, -3.708, 0.699], [8.442, -3.346, -0.542], [7.401, -1.498, -1.218], [7.472, -0.922, 0.480], [3.343, 0.565, 2.065], [-0.284, 0.082, 3.171], [1.169, 1.288, 3.165], [-1.171, 1.967, 1.835], [-0.510, 0.776, 0.599], [2.601, 2.374, 0.445], [-0.396, -1.801, 1.406], [-0.398, -3.062, -1.301], [1.098, -5.608, -0.912], [0.391, -1.034, 4.729], [-4.286, -3.399, 2.949], [-3.955, -1.705, 3.170], [-2.270, -1.505, 3.644], [-4.958, -1.049, 4.425], [-4.202, -0.834, 1.660], [-1.774, -1.873, -4.355], [-1.503, -3.785, -4.358], [-3.629, -1.410, -4.074], [-0.610, -0.986, -3.081], [-1.501, -1.509, -5.342], [-2.343, 1.565, 0.117], [-4.318, 5.907, 3.079], [-2.410, 5.940, 2.702], [-1.885, 4.554, 2.430], [-1.682, 3.536, 4.083], [-1.924, 6.421, 3.547], [-2.303, 6.570, 1.819], [-0.885, 4.601, 1.998], [-2.534, 3.971, 1.775], [-2.993, -0.468, -7.731], [-3.800, 0.409, -7.592], [-3.480, 1.684, -7.246], [-4.682, 2.446, -7.057], [-5.748, 1.708, -7.841], [-5.296, 0.264, -7.723], [-4.905, 2.485, -5.987], [-4.533, 3.461, -7.424], [-6.757, 1.885, -7.467], [-5.718, 2.017, -8.889], [-5.687, -0.214, -6.821], [-5.557, -0.314, -8.607], [0.513, 5.713, 4.070], [0.755, 4.933, 3.559], [1.156, 5.730, 4.789], [-8.370, -0.935, 3.816], [-7.387, -0.741, 3.052], [-8.138, -0.423, 5.081], [-9.461, -1.489, 3.614], [-7.248, -0.103, 4.847], [5.508, 3.752, 0.451], [4.725, 2.816, -0.833], [7.225, 3.982, 0.118], [5.028, 4.725, 0.519], [5.399, 3.219, 1.392], [4.731, -5.479, 2.841], [6.477, -5.201, 2.869], [4.290, -6.783, 3.945], [3.860, -3.994, 3.250], [4.448, -5.773, 1.833]], "forces_ev_per_angstrom": [[-0.191, -0.183, -1.418], [-0.668, 0.686, 1.058], [-0.307, 0.556, 0.020], [-0.600, -2.528, -1.497], [-0.807, 0.058, 0.237], [-1.703, -1.170, -0.257], [1.692, -2.044, -0.903], [0.943, -0.728, -1.493], [0.274, -0.154, 0.690], [0.530, 0.644, -0.618], [-0.492, -1.037, 0.700], [-1.646, -1.242, -0.101], [2.509, 0.363, -0.609], [0.235, 1.885, 1.328], [-0.594, -0.845, -0.266], [2.074, 0.044, -0.365], [-0.280, 1.823, -0.763], [-2.897, 1.020, 1.172], [3.061, 3.037, 0.965], [-0.337, -0.360, -0.007], [-1.128, 1.056, 0.820], [0.157, 0.504, -0.011], [-0.011, 0.041, 0.735], [-0.302, -0.676, 0.948], [-0.711, -0.836, -0.749], [-0.362, -0.931, -0.498], [0.160, 1.043, -0.851], [-0.908, -0.419, -0.345], [1.130, -0.113, -0.164], [0.587, 0.521, 0.646], [0.029, 0.546, 0.254], [1.103, -0.163, -0.188], [-0.750, -0.101, 0.556], [-0.251, -0.346, 0.881], [-0.587, -0.573, 0.064], [0.856, 1.502, 0.110], [-2.656, -0.524, 0.248], [0.538, 0.296, -0.164], [1.789, -0.413, -0.837], [1.208, -0.111, 0.733], [-0.342, -0.194, -0.396], [-0.019, 0.359, 0.110], [0.323, -0.060, 0.077], [0.032, -0.012, 0.056], [-0.015, 0.026, 0.172], [-0.519, -0.314, 0.100], [0.126, -0.056, 0.026], [-0.477, 0.218, -0.126], [0.470, 0.061, 0.216], [-0.315, -0.377, -0.101], [0.093, -0.188, -0.102], [0.091, -0.109, 0.023], [-0.114, 0.130, -0.040], [-0.128, 0.177, 0.095], [0.201, 0.489, 0.153], [0.088, -0.673, 0.124], [0.116, -0.300, -0.104], [-0.195, 0.373, 0.082], [-0.460, 0.042, -0.137], [-0.212, 0.438, -0.297], [0.023, -0.034, -0.032], [0.227, -0.096, 0.075], [0.090, 0.048, 0.024], [-0.003, 0.016, 0.083], [0.068, -0.119, -0.071], [0.115, -0.250, 0.231], [0.374, 0.101, -0.074], [0.018, 0.051, 0.102], [-0.102, 0.115, -0.018], [-0.519, -0.595, -1.057], [-0.298, -0.028, -0.523], [0.458, 0.441, 0.389], [0.212, 0.146, 0.105], [0.036, 0.096, 0.802], [0.108, 0.202, 0.287], [-0.201, -0.132, -0.016], [-0.101, -0.003, 0.062], [0.046, -0.093, -0.146], [0.059, -0.060, -0.154], [0.038, -0.294, 0.060], [-0.107, 0.040, -0.060], [0.027, 0.142, -0.135], [0.016, 0.059, -0.038], [-0.019, 0.087, 0.108]], "lowdin_charge": [-0.03, -0.23, -0.20, 0.16, -0.20, 0.04, -0.19, -0.15, -0.11, -0.43, 0.12, 0.02, 0.04, 0.02, -0.56, 0.10, 0.13, -0.18, 0.13, -0.53, 0.66, -0.01, 0.06, 0.13, 0.11, 0.11, 0.07, 0.13, 0.06, 0.11, 0.05, 0.13, 0.02, 0.12, 0.77, -0.21, -0.02, -0.23, -0.19, -0.24, -1.59, 0.62, 0.61, 0.57, -0.03, 0.82, 0.66, -0.69, -0.69, 0.72, 0.05, 0.07, 0.04, 0.04, 0.10, -0.50, 0.02, -0.16, -0.16, -0.08, 0.13, 0.13, 0.12, 0.12, 0.13, 0.13, -0.09, 0.00, 0.05, -0.86, -0.11, -0.01, -0.06, 0.06, -1.02, 0.54, 0.53, 0.03, 0.03, -1.53, 0.55, 0.55, 0.55, 0.01]}

=====

{"formula": "C22H30BCl4F8NO10PtS2", "method": "ωB97M-V/def2-TZVPD", "max_force_ev_per_a": 10.98, "spin_multiplicity": 3, "gap_ha": [0.2493, 0.1984], "lumo_ev": [-2.5, -3.9], "elements": ["Pt", "N", "S", "O", "O", "F", "S", "O", "O", "F", "B", "F", "F", "F", "F", "C", "Cl", "Cl", "H", "H", "C", "Cl", "Cl", "H", "H", "C", "C", "O", "C", "O", "O", "C", "H", "H", "H", "H", "H", "H", "H", "H", "C", "C", "O", "C", "O", "O", "C", "H", "H", "H", "H", "H", "H", "H", "H", "F", "C", "C", "C", "C", "C", "C", "H", "H", "H", "H", "H", "F", "C", "C", "C", "C", "C", "C", "H", "H", "H", "H", "H"], "coordinates": [[-1.386, -0.674, 0.177], [-2.736, -0.604, -1.255], [-3.050, -1.052, -2.728], [-3.358, -0.097, -3.792], [-3.563, -2.446, -2.863], [-1.447, -1.263, -3.001], [-4.397, -0.201, -1.188], [-5.382, -1.185, -0.881], [-4.832, 1.031, -1.773], [-4.090, 0.431, 0.291], [1.281, -0.003, -0.224], [1.712, 1.304, -0.179], [0.347, -0.173, -1.226], [2.381, -0.727, -0.407], [0.616, -0.412, 0.956], [2.157, 0.473, 3.293], [2.538, 2.181, 3.711], [3.044, -0.644, 4.225], [1.076, 0.367, 3.383], [2.516, 0.337, 2.273], [2.295, 1.405, -3.509], [1.489, 2.328, -4.814], [4.009, 1.601, -3.549], [1.847, 1.622, -2.540], [2.052, 0.370, -3.747], [-2.055, -4.800, 2.586], [-2.626, -4.786, 1.178], [-1.546, -5.034, 0.247], [-0.886, -3.979, -0.363], [-1.015, -2.791, -0.083], [0.002, -4.562, -1.259], [0.842, -3.656, -2.033], [-2.903, -5.006, 3.240], [-1.381, -3.978, 2.829], [-1.365, -5.614, 2.806], [-3.133, -3.869, 0.881], [-3.294, -5.645, 1.118], [1.573, -4.297, -2.528], [1.299, -2.808, -1.523], [0.338, -3.117, -2.835], [-3.211, 3.312, -3.016], [-2.046, 2.849, -2.180], [-2.127, 3.537, -0.966], [-1.741, 2.907, 0.124], [-1.391, 1.662, 0.149], [-1.896, 3.644, 1.190], [-1.470, 3.276, 2.536], [-3.517, 2.514, -3.691], [-3.075, 4.265, -3.527], [-4.099, 3.397, -2.390], [-1.102, 2.997, -2.704], [-2.164, 1.777, -2.024], [-2.087, 2.502, 2.992], [-1.569, 4.160, 3.167], [-0.424, 2.978, 2.469], [3.360, -7.268, 1.837], [2.963, -6.043, 1.830], [3.335, -5.115, 0.873], [2.678, -3.845, 0.782], [1.733, -3.516, 1.737], [1.366, -4.427, 2.766], [1.939, -5.704, 2.731], [4.076, -5.454, 0.163], [2.921, -3.190, -0.041], [1.218, -2.567, 1.776], [0.510, -4.321, 3.416], [1.567, -6.387, 3.481], [2.528, 7.493, 2.375], [2.298, 6.806, 1.216], [2.513, 7.279, -0.069], [2.280, 6.488, -1.219], [1.779, 5.284, -1.033], [1.661, 4.714, 0.268], [1.871, 5.477, 1.429], [2.909, 8.273, -0.219], [2.625, 6.852, -2.175], [1.546, 4.615, -1.848], [1.476, 3.670, 0.471], [1.802, 5.082, 2.431]], "forces_ev_per_angstrom": [[0.950, 1.016, -0.008], [-5.543, 0.947, -2.284], [5.424, -5.864, -7.530], [-0.180, -1.148, 2.644], [0.621, 3.725, 0.767], [-0.648, -0.145, -0.186], [-3.250, 4.523, 7.215], [1.145, -0.612, -0.886], [0.715, -1.057, -1.248], [-0.073, -0.566, 0.525], [1.976, 1.842, -0.158], [-0.749, 0.829, 0.449], [-1.419, -0.462, -1.131], [1.226, -2.038, -0.307], [-0.439, -0.231, 1.757], [-0.074, 1.167, -1.214], [-0.144, -0.155, 0.024], [0.437, -0.954, 1.075], [0.302, -0.192, 0.060], [-0.442, 0.207, 0.100], [-1.203, -0.870, -0.413], [-0.041, 0.191, 0.330], [0.674, 0.191, 0.234], [0.329, 0.449, -0.181], [0.209, 0.071, 0.105], [0.105, -0.262, 0.185], [1.121, -0.127, 0.417], [1.184, 1.979, -1.856], [0.489, -2.988, 0.123], [0.201, -1.609, -0.435], [-1.630, 2.522, 1.558], [0.039, 0.380, -0.828], [0.141, 0.778, 0.483], [-0.901, 0.661, 0.098], [-0.242, -0.630, -0.756], [-0.103, -0.040, 0.257], [0.028, 0.158, -0.550], [0.048, 0.044, 0.449], [0.127, -0.618, 0.864], [-0.862, -0.543, -0.017], [-0.858, -0.097, -0.163], [-0.713, -1.160, -1.890], [1.059, 0.428, 2.250], [-0.057, -3.808, 0.467], [-0.486, 3.318, 0.227], [-0.136, 0.639, 0.152], [0.384, -0.266, -0.559], [0.392, 0.194, -0.398], [0.199, -0.149, -0.044], [0.118, 0.185, 0.238], [0.218, 0.267, 0.373], [0.149, 0.154, 0.211], [-0.045, -0.169, -0.479], [0.023, 0.115, -0.491], [-0.066, -0.102, 0.215], [1.419, -2.196, -0.186], [-2.596, 3.161, 0.400], [-0.418, 0.283, -0.167], [0.676, -1.554, 0.708], [-0.691, -0.225, 1.239], [1.010, -1.144, -2.017], [-0.063, 0.887, 0.655], [0.084, 0.298, -0.263], [0.101, 0.154, 0.200], [0.183, 0.221, -0.465], [0.337, 0.610, 0.192], [0.259, -0.501, -0.133], [0.069, 0.396, -1.102], [-0.460, -1.359, 0.288], [0.412, 0.724, 0.330], [1.135, 2.812, 1.134], [-0.975, -4.230, 1.087], [-0.064, 1.015, 1.107], [0.416, 0.562, -1.962], [0.058, 0.137, 0.203], [-0.426, 0.127, -0.130], [0.150, 0.010, -0.290], [-0.330, -0.221, -0.645], [-0.018, -0.084, -0.024]], "lowdin_charge": [1.43, -0.45, 0.51, -0.22, -0.25, -0.22, 0.55, -0.20, -0.21, -0.25, -1.45, 0.16, 0.11, 0.23, 0.02, -1.08, 0.50, 0.59, 0.03, 0.01, -1.06, 0.49, 0.56, 0.01, 0.02, -0.06, -0.17, 0.03, -0.43, -0.04, 0.02, -0.02, 0.09, 0.06, 0.08, 0.12, 0.13, 0.11, 0.07, 0.09, -0.05, -0.21, 0.09, -0.48, -0.08, 0.04, 0.02, 0.07, 0.08, 0.08, 0.13, 0.09, 0.10, 0.10, 0.08, 0.12, -0.33, 0.01, -0.06, -0.10, -0.07, -0.01, 0.11, 0.09, 0.08, 0.08, 0.11, 0.04, -0.26, -0.01, -0.10, -0.11, -0.05, -0.01, 0.11, 0.11, 0.10, 0.08, 0.09]}